No. 1
The following is a quantum chemistry calculation of the molecule C3H5NO2 in a non-equilibrium geometry, from OMol25.

Summary:
Spin multiplicity   3
Gap between HOMO and LUMO (spin up / spin down)   7.68 / 6.55 eV
E_HOMO (spin up / spin down)   -6.967 / -10.316 eV
Calculated total energy   -322.29086 a.u.
Expectation value of S²   2.0066
Max |F|   9.22 eV/A

Element x y z (Å)
C1 0.38987 1.44388 -0.01781
C2 -0.01458 0.18140 -0.00188
C3 0.83530 -1.03829 0.01307
N1 -1.44483 -0.08662 0.00032
O1 -2.20322 0.85742 0.02004
O2 -1.78866 -1.24817 -0.01809
H1 -0.32677 2.24849 -0.02779
H2 1.43266 1.70468 -0.02087
H3 0.63673 -1.62199 0.91133
H4 1.88650 -0.76958 -0.01719
H5 0.59700 -1.67122 -0.84112

---

No. 2
The following is a quantum chemistry calculation of a cluster of 28 separate species, C52H173N13O28 in total in a non-equilibrium geometry, from OMol25.

Summary:
Gap between HOMO and LUMO   9.00 eV
E_HOMO   -8.673 eV
Calculated total energy   -4903.37961 a.u.
Max |F|   2.84 eV/A

Element x y z (Å)
O1 -0.50927 1.75484 3.00326
H1 -0.30708 2.69364 2.89277
H2 -0.23810 1.32248 2.12923
O2 2.57114 -1.88740 -1.25110
H3 3.25942 -2.29005 -1.76133
H4 2.22088 -2.60170 -0.70405
O3 -0.45637 -0.47256 4.57973
H5 -0.37950 0.20107 3.88851
H6 -1.39541 -0.59719 4.83945
O4 -0.10376 -0.89228 -6.57382
H7 -0.27140 -0.24646 -5.85733
H8 -0.55647 -1.67613 -6.23682
O5 -2.07338 2.87172 0.06408
H9 -2.34193 3.42707 -0.66887
H10 -2.87978 2.67003 0.55886
O6 1.46409 -1.55365 -8.81109
H11 0.93988 -1.47444 -8.02641
H12 1.85288 -2.41520 -8.81228
O7 -0.61384 4.56642 2.82222
H13 0.09873 4.95236 3.34690
H14 -0.72203 5.14869 2.02065
O8 -1.07179 3.64725 5.59144
H15 -1.31325 4.18481 4.79817
H16 -0.76317 2.84440 5.15585
O9 0.20692 -6.18824 0.70378
H17 -0.00452 -6.59594 1.56565
H18 -0.60612 -6.15709 0.15153
O10 -1.77523 0.43007 -4.50194
H19 -2.47521 0.36139 -5.19554
H20 -1.38334 1.32455 -4.48397
O11 -2.21195 -2.82873 -5.94832
H21 -2.52029 -3.63272 -6.39397
H22 -2.53410 -2.80949 -5.04685
O12 -0.24034 -6.68522 3.42939
H23 0.23730 -7.32646 3.99108
H24 -0.74934 -6.10931 4.04189
O13 0.71891 -2.97224 5.45501
H25 0.42948 -2.06096 5.28211
H26 1.22579 -3.29484 4.67964
O14 0.71511 -3.63723 0.08123
H27 0.48954 -4.57328 0.28052
H28 -0.02409 -3.04156 0.00767
O15 -3.29705 -0.38376 -6.77951
H29 -2.52506 -0.10679 -7.34035
H30 -2.95171 -1.24543 -6.44076
C1 3.82068 -4.78725 1.75311
C2 3.21644 -4.75257 3.12191
C3 4.07592 -3.86875 3.98486
O16 5.36913 -4.40988 4.18570
C4 5.39842 -5.62200 4.93353
N1 1.79545 -4.40932 3.12577
H31 3.13064 -5.28959 1.07806
H32 4.77901 -5.27327 1.66823
H33 3.98179 -3.76068 1.41051
H34 3.20749 -5.77122 3.53736
H35 3.61938 -3.72554 4.94180
H36 4.22289 -2.88579 3.51971
H37 6.42753 -5.80483 5.28993
H38 5.10784 -6.53237 4.41293
H39 4.67516 -5.55794 5.75812
H40 1.50266 -4.02715 2.21723
H41 1.19285 -5.20636 3.26470
C5 -1.52098 -3.58370 3.01487
C6 -2.28389 -3.98372 4.22165
C7 -3.46912 -4.96481 3.95245
O17 -4.53740 -4.26754 3.31609
C8 -5.74138 -4.97894 3.15061
N2 -1.38954 -4.77063 5.14013
H42 -0.65542 -3.02633 3.30023
H43 -2.09955 -2.97171 2.33605
H44 -1.16199 -4.47026 2.51351
H45 -2.59656 -3.06266 4.65439
H46 -3.85690 -5.41541 4.88259
H47 -3.03081 -5.74371 3.32072
H48 -6.45499 -4.25389 2.69942
H49 -6.16814 -5.30348 4.10809
H50 -5.65317 -5.85649 2.43250
H51 -0.53913 -4.19391 5.35239
H52 -1.82652 -4.94337 6.02961
C9 -3.25104 5.41662 -4.05227
C10 -2.60260 4.00884 -3.98331
C11 -1.12428 4.17165 -3.64240
O18 -0.39364 3.01052 -3.70839
C12 0.86267 3.13980 -3.08021
N3 -3.25456 3.12364 -2.97025
H53 -4.33991 5.26529 -4.06726
H54 -3.02538 5.98848 -4.95827
H55 -3.04161 6.02603 -3.17088
H56 -2.58416 3.55826 -4.99866
H57 -1.05948 4.55539 -2.58939
H58 -0.62501 4.97772 -4.20315
H59 1.28608 4.18036 -3.29459
H60 1.53509 2.31718 -3.38225
H61 0.57519 3.00374 -2.03441
H62 -3.07542 2.12259 -3.10580
H63 -4.23995 3.21517 -3.09780
C13 -4.89608 6.59837 0.55054
C14 -3.48587 6.45696 1.16816
C15 -2.41607 6.48933 0.07877
O19 -1.18152 6.32560 0.72301
C16 0.00662 6.52775 -0.06280
N4 -3.23045 7.64995 1.98709
H64 -5.30212 5.74135 -0.02545
H65 -4.92930 7.50633 -0.06149
H66 -5.70012 6.70562 1.30404
H67 -3.42720 5.43390 1.58431
H68 -2.51823 7.41150 -0.37031
H69 -2.63818 5.78164 -0.72743
H70 -0.09478 7.29477 -0.82362
H71 0.25893 5.60790 -0.58928
H72 0.76358 6.82054 0.63264
H73 -2.34660 7.67466 2.43402
H74 -3.96494 7.73717 2.62222
C17 6.08152 2.61013 -0.57170
C18 5.22586 1.78625 0.46409
C19 3.83272 1.53606 -0.07417
O20 3.16148 2.70275 -0.46722
C20 2.78386 3.55440 0.60922
N5 5.91676 0.53031 0.91202
H75 7.02924 2.85182 -0.09389
H76 5.55330 3.57269 -0.79086
H77 6.36407 2.01447 -1.46666
H78 5.11833 2.44174 1.33677
H79 3.22021 1.01002 0.66286
H80 3.97984 0.88671 -0.91756
H81 1.95407 4.21463 0.37679
H82 3.60054 4.24614 0.83927
H83 2.56254 2.96613 1.51514
H84 5.25146 0.09055 1.56340
H85 6.19657 -0.02925 0.11650
C21 5.87182 1.04457 4.99566
C22 4.71517 1.86126 4.41945
C23 3.44350 0.99225 4.16223
O21 3.78564 0.04582 3.15424
C24 2.68825 -0.67994 2.62004
N6 4.39341 3.08733 5.20164
H86 6.74397 1.77460 5.13618
H87 6.15033 0.23020 4.28466
H88 5.66299 0.61860 5.97483
H89 5.02893 2.18257 3.41712
H90 2.62312 1.59304 3.72041
H91 3.02168 0.52105 5.06581
H92 2.48249 -1.56463 3.24689
H93 2.98521 -1.02483 1.65291
H94 1.78989 -0.06893 2.50493
H95 5.23866 3.69128 5.17507
H96 4.30133 2.74739 6.15209
C25 -5.06111 -2.22084 0.77895
C26 -5.81802 -0.96507 0.34536
C27 -6.05972 -0.95473 -1.14564
O22 -4.96327 -1.21899 -1.97741
C28 -4.05542 -0.15375 -1.91601
N7 -7.14692 -0.80169 0.96079
H97 -4.00755 -2.17900 0.58000
H98 -5.50251 -3.11399 0.33913
H99 -5.14014 -2.34554 1.87187
H100 -5.30257 -0.03818 0.59651
H101 -6.57828 -0.05792 -1.44553
H102 -6.78661 -1.70508 -1.44766
H103 -3.72035 -0.05321 -0.86973
H104 -4.52196 0.77712 -2.20190
H105 -3.20497 -0.37717 -2.51981
H106 -7.01921 -0.50160 1.91849
H107 -7.76728 -1.61484 0.81610
C29 -0.93904 -0.68092 0.76392
C30 0.25363 -0.24924 -0.04309
C31 -0.00302 -0.37322 -1.52361
O23 -0.41864 -1.74367 -1.78371
C32 -0.27405 -2.08357 -3.15800
N8 0.63415 1.10387 0.34630
H108 -1.41307 -1.55969 0.34484
H109 -1.60797 0.18093 0.82597
H110 -0.63699 -0.93528 1.81104
H111 1.11393 -0.91618 0.15231
H112 0.85882 -0.05215 -2.07760
H113 -0.82387 0.24741 -1.86037
H114 -0.97623 -1.56811 -3.78861
H115 -0.64962 -3.16109 -3.19819
H116 0.75586 -2.03129 -3.52777
H117 1.44406 1.51226 -0.09928
H118 -0.02014 1.75635 -0.00332
C33 3.55271 7.01029 3.63472
C34 2.37659 6.77958 4.62340
C35 1.25115 7.83415 4.54192
O24 1.67453 9.07945 5.08154
C36 0.65299 10.05255 5.13870
N9 1.65611 5.57093 4.27975
H119 3.26504 6.87262 2.59482
H120 4.42567 6.29957 3.79148
H121 3.86041 8.03823 3.77006
H122 2.80244 6.91078 5.61344
H123 0.45017 7.37694 5.08660
H124 0.92734 7.86578 3.48048
H125 0.59160 10.63422 4.21854
H126 0.84612 10.77327 5.95125
H127 -0.35762 9.59593 5.42451
H128 1.28147 5.09571 5.12870
H129 2.26871 4.84382 3.88018
C37 -2.52964 -5.69287 -3.73879
C38 -3.26377 -4.62940 -2.85156
C39 -2.42457 -4.38025 -1.60498
O25 -2.35514 -5.56555 -0.79423
C40 -3.52737 -5.69806 0.06441
N10 -3.59034 -3.39745 -3.69401
H130 -3.02300 -5.84582 -4.73045
H131 -2.39015 -6.66646 -3.28003
H132 -1.48718 -5.26966 -3.92980
H133 -4.20519 -5.01764 -2.47759
H134 -2.90922 -3.58468 -1.01567
H135 -1.36361 -4.08001 -1.80885
H136 -3.69314 -4.65081 0.48725
H137 -3.29318 -6.41957 0.78199
H138 -4.41148 -6.08897 -0.47971
H139 -4.25722 -3.56934 -4.47159
H140 -4.07514 -2.66775 -3.11869
C41 -4.83348 -0.20793 3.83806
C42 -3.64538 0.70491 3.90232
C43 -4.04745 2.05950 3.39926
O26 -4.50964 1.90684 2.08939
C44 -5.48171 2.85105 1.77150
N11 -3.10850 0.75027 5.26086
H141 -5.09504 -0.34165 2.81027
H142 -5.68115 0.24682 4.34326
H143 -4.57975 -1.18636 4.35439
H144 -2.82293 0.32521 3.31756
H145 -3.14316 2.68689 3.38864
H146 -4.89342 2.32905 4.01815
H147 -5.16658 3.82073 2.19447
H148 -6.49556 2.60605 2.15865
H149 -5.48810 3.04815 0.70275
H150 -3.78795 0.56804 5.95837
H151 -2.46133 1.46890 5.50819
C45 4.94711 -5.93755 -8.45359
C46 4.14154 -4.77379 -7.99826
C47 2.96196 -5.28679 -7.20575
O27 2.24964 -4.25705 -6.53983
C48 1.36229 -4.67281 -5.57729
N12 4.99627 -3.91100 -7.29676
H152 5.45638 -6.37533 -7.59662
H153 5.75236 -5.73685 -9.12531
H154 4.31758 -6.66008 -8.96792
H155 3.71652 -4.16623 -8.79164
H156 3.28860 -5.95211 -6.44624
H157 2.17559 -5.80602 -7.78802
H158 1.13203 -5.73451 -5.74984
H159 0.36962 -4.18163 -5.76564
H160 1.52951 -4.45936 -4.49933
H161 5.20979 -4.21016 -6.34297
H162 4.70325 -2.95376 -7.20097
C49 4.67526 -1.24211 -3.80115
C50 3.59964 -0.59127 -4.65688
C51 3.90802 0.91021 -4.93002
O28 3.87707 1.68267 -3.71271
C52 4.21827 3.07842 -3.92898
N13 3.55658 -1.27409 -5.94452
H163 4.69117 -0.96333 -2.75511
H164 5.69601 -1.02070 -4.22492
H165 4.51101 -2.32345 -3.88163
H166 2.67455 -0.64529 -4.12793
H167 3.14256 1.28634 -5.62215
H168 4.86636 0.96857 -5.39216
H169 3.45567 3.62320 -4.46593
H170 5.14941 3.11196 -4.47905
H171 4.36479 3.59664 -2.97767
H172 2.85516 -0.88521 -6.58575
H173 3.35008 -2.25664 -5.76411

---

No. 3
The following is a quantum chemistry calculation of a cluster of 3 separate species, C4H10O3 in total in a non-equilibrium geometry, from OMol25.

Summary:
Gap between HOMO and LUMO   3.44 eV
E_HOMO   -7.068 eV
Calculated total energy   -383.91983 a.u.
Max |F|   7.06 eV/A

Element x y z (Å)
C1 -0.32623 -0.98474 0.36750
C2 1.06361 -0.39582 0.18787
O1 2.18444 -1.10339 0.76159
C3 1.35416 0.68464 -0.56404
C4 2.68888 1.21604 -0.69058
H1 -1.01939 -0.38776 -0.20754
H2 -0.37990 -2.01041 0.04804
H3 2.81719 -0.62349 0.19403
H4 0.59623 1.09507 -1.19716
H5 2.89696 1.85575 -1.51830
H6 3.39530 1.14763 0.09729
H7 -0.71464 -0.93821 1.43565
H8 -3.14909 2.09490 -0.44310
O2 -2.43206 1.41193 -0.43452
H9 -2.80491 0.50803 -0.11844
H10 -3.95764 -1.19986 0.41771
O3 -3.04771 -0.89134 0.35885

---

No. 4
The following is a quantum chemistry calculation of the molecule C3H8N2 in a non-equilibrium geometry, from OMol25.

Summary:
Gap between HOMO and LUMO (spin up / spin down)   8.93 / 8.19 eV
E_HOMO (spin up / spin down)   -8.377 / -8.058 eV
Calculated total energy   -228.44840 a.u.
Max |F|   2.23 eV/A

Element x y z (Å)
C1 0.49833 0.99776 0.01442
C2 -0.51121 -0.02229 0.56132
C3 -1.64248 -0.47292 -0.26165
N1 1.76251 0.29619 -0.11305
N2 1.46489 -1.13705 -0.04229
H1 0.13198 1.41063 -0.93253
H2 0.61311 1.83178 0.72202
H3 -0.49599 -0.20598 1.62253
H4 -2.35361 0.35061 -0.39486
H5 -2.16204 -1.30910 0.19777
H6 -1.29911 -0.76440 -1.25354
H7 2.22514 0.46393 -1.00568
H8 1.76847 -1.43917 0.88554

---

No. 5
The following is a quantum chemistry calculation of a cluster of 2 separate species, C6H11BBrN2O4P in total in a non-equilibrium geometry, from OMol25.

Summary:
Gap between HOMO and LUMO   3.47 eV
E_HOMO   -5.455 eV
Calculated total energy   -3585.86595 a.u.
Max |F|   2.62 eV/A

Element x y z (Å)
C1 -2.19546 2.10689 2.85596
O1 -2.87383 0.83566 2.74146
B1 -2.47288 -0.01267 1.78252
O2 -3.33222 -0.72212 1.00580
N1 -0.98179 -0.22463 1.48839
C2 -0.51681 0.12768 0.29990
C3 0.83750 -0.01446 0.01522
P1 1.41766 0.51077 -1.64393
O3 1.24782 2.16162 -1.56807
Br1 3.60309 0.20838 -1.50901
C4 1.62787 -0.55385 1.01623
C5 1.01636 -0.90247 2.22076
N2 -0.26610 -0.75552 2.47625
H1 -1.71793 2.14912 3.82764
H2 -2.94744 2.88179 2.76115
H3 -1.46334 2.27287 2.06789
H4 -3.90671 -0.13407 0.50409
H5 -1.18052 0.55091 -0.43996
H6 0.58765 2.35106 -2.24349
H7 2.68588 -0.69392 0.86442
H8 1.64062 -1.30707 3.00262
C6 1.82710 -2.16031 -4.28868
O4 1.07728 -1.74061 -3.24523
H9 1.70791 -3.23560 -4.56891
H10 1.64170 -1.63657 -5.25846
H11 2.93658 -2.06288 -4.16457

---

No. 6
The following is a quantum chemistry calculation of a structure of composition C46H50As2IrN7O3, from OMol25.

Summary:
Spin multiplicity   2
Gap between HOMO and LUMO (spin up / spin down)   7.41 / 5.81 eV
E_HOMO (spin up / spin down)   -15.075 / -15.064 eV
Calculated total energy   -6967.03113 a.u.
Net charge   +3
Expectation value of S²   0.7586
Max |F|   0.85 eV/A

Element x y z (Å)
Ir1 -0.29518 0.47464 -0.01412
C1 -2.15617 -0.50720 3.78468
C2 -1.84690 -0.08919 2.38893
N1 -0.65906 0.15416 1.95926
N2 0.45704 -0.21893 2.67343
C3 1.27845 -0.82393 1.84932
O1 1.00102 -0.99865 0.56727
C4 2.54011 -1.38355 2.35333
C5 2.70503 -1.66247 3.70855
C6 3.90163 -2.19245 4.16017
C7 4.93856 -2.43359 3.26686
C8 4.78197 -2.14104 1.91778
C9 3.58385 -1.61933 1.45880
C10 -2.81667 -0.16055 1.29486
C11 -4.18427 -0.29683 1.48953
C12 -5.01568 -0.48604 0.40045
C13 -4.45443 -0.53859 -0.86645
C14 -3.08670 -0.40123 -0.99696
N3 -2.26571 -0.22765 0.04849
H1 -1.29164 -0.33935 4.41987
H2 -2.41741 -1.56697 3.82593
H3 -3.00419 0.05745 4.17410
H4 1.89184 -1.47349 4.39569
H5 4.02922 -2.41729 5.21027
H6 5.87387 -2.84313 3.62459
H7 5.59796 -2.31214 1.22795
H8 3.45918 -1.36947 0.41222
H9 -4.58444 -0.24924 2.49251
H10 -6.08410 -0.58718 0.53527
H11 -5.06228 -0.68749 -1.74760
H12 -2.61860 -0.42475 -1.96787
C15 -0.26839 -1.69736 -2.96163
C16 0.32500 -2.85180 -2.15400
As1 -0.52985 -3.21070 -0.44749
C17 0.42821 -4.53156 0.49474
C18 1.81595 -4.39777 0.59265
C19 2.53793 -5.34179 1.29795
C20 1.87785 -6.40124 1.91116
C21 0.49489 -6.52600 1.82053
C22 -0.24244 -5.58735 1.12238
C23 -2.33910 -3.73180 -0.74732
C24 -3.20021 -3.80409 0.34860
C25 -4.51731 -4.19154 0.15953
C26 -4.97725 -4.48787 -1.11792
C27 -4.12251 -4.40327 -2.20994
C28 -2.80116 -4.02144 -2.03132
As2 0.36232 0.05311 -2.35061
C29 2.24570 -0.08275 -2.71210
C30 2.66918 -0.64257 -3.91753
C31 4.02251 -0.72287 -4.20227
C32 4.95520 -0.24054 -3.29145
C33 4.53320 0.32022 -2.09579
C34 3.17805 0.39917 -1.79747
C35 -0.30633 1.33060 -3.62313
C36 0.48358 2.45103 -3.88190
C37 0.01421 3.44561 -4.73019
C38 -1.23674 3.32328 -5.32017
C39 -2.02170 2.20636 -5.06603
C40 -1.56189 1.21195 -4.21330
H13 -1.35706 -1.72492 -2.97654
H14 0.05185 -1.79306 -3.99994
H15 1.38532 -2.69993 -1.94406
H16 0.24031 -3.79169 -2.70664
H17 2.32366 -3.56230 0.13021
H18 3.61286 -5.24911 1.37526
H19 2.44525 -7.13825 2.46355
H20 -0.00609 -7.36053 2.29152
H21 -1.31603 -5.69383 1.03902
H22 -2.84108 -3.57669 1.34676
H23 -5.18380 -4.27375 1.00794
H24 -6.00321 -4.79923 -1.26228
H25 -4.48072 -4.65268 -3.19972
H26 -2.13968 -3.98334 -2.88781
H27 1.96155 -0.99649 -4.65809
H28 4.34839 -1.15308 -5.13958
H29 6.01085 -0.29927 -3.51990
H30 5.25755 0.70054 -1.38753
H31 2.86081 0.82388 -0.85600
H32 1.47734 2.53129 -3.45393
H33 0.63578 4.30412 -4.94733
H34 -1.59456 4.09091 -5.99283
H35 -2.98675 2.10250 -5.54381
H36 -2.17894 0.33503 -4.05109
N4 -1.07424 2.34383 -0.54214
C41 -0.45730 3.35949 0.37547
C42 -0.43177 4.71053 -0.35552
C43 0.29257 5.92085 0.24277
C44 -0.19556 6.45755 1.58659
N5 0.38422 5.68657 2.68343
C45 0.39866 6.06809 3.94850
N6 -0.24730 7.16389 4.34517
N7 1.04116 5.31642 4.85283
C46 0.93199 2.84112 0.80386
O2 1.61873 3.50961 1.55386
O3 1.30118 1.69812 0.31297
H37 -0.72932 2.55461 -1.48226
H38 -2.08421 2.45711 -0.60696
H39 -1.07013 3.40527 1.27916
H40 -1.47275 4.98559 -0.55444
H41 0.02584 4.53392 -1.33570
H42 0.16423 6.72472 -0.48311
H43 1.36625 5.73813 0.30192
H44 -1.28904 6.44621 1.64133
H45 0.13303 7.49658 1.66973
H46 0.91977 4.85498 2.40622
H47 -0.71766 7.75965 3.68684
H48 -0.19931 7.47970 5.29910
H49 1.65429 4.58292 4.53557
H50 1.19783 5.66286 5.78448